Below is an isolated ion of composition CH5NO4P and charge -1 at a distorted geometry, with properties calculated with ωB97M-V/def2-TZVPD.

Bonds (Å) are listed after each position.
Cartesian coordinates (Å):
1 N 1.49 1.02 -0.71  C2 1.501, H8 1.078, H9 1.030
2 C 0.78 -0.21 -0.21  N1 1.501, O3 1.419, P4 1.875, H10 1.186
3 O 1.25 -0.68 1.04  C2 1.419, H11 1.031
4 P -1.03 0.03 0.19  C2 1.875, O5 1.486, O6 1.488, O7 1.710
5 O -1.44 1.44 -0.08  P4 1.486
6 O -1.25 -0.64 1.50  P4 1.488
7 O -1.81 -0.91 -1.01  P4 1.710, H12 0.908
8 H 0.78 1.83 -0.79  N1 1.078
9 H 2.12 1.20 0.08  N1 1.030
10 H 0.94 -0.98 -1.10  C2 1.186
11 H 0.38 -0.55 1.58  O3 1.031
12 H -2.21 -1.54 -0.50  O7 0.908

The calculation puts the HOMO energy at -5.187 eV. The energy above the lowest of the compared OMol25 structures with the same formula, charge and spin comes out at 0.0 kJ/mol. Its frontier orbital gap is 9.3 eV. As for the multiplicity: 1. As for the structure (SMILES): N[C@@H](O)[P@](=O)([O-])O. As for the charge: -1.